Entry 1:
Molecular formula: C54H130O8P2
Method: DFT, ωB97M-V/def2-TZVPD

The geometry in XYZ format:
```
194
Properties=species:S:1:pos:R:3
C 5.1982 2.2586 -3.6152
O 5.4630 2.9728 -4.7947
P 5.5762 4.5942 -4.8074
O 5.7627 5.3154 -6.1224
O 4.2083 5.0486 -4.0345
C 2.9438 5.2043 -4.7058
O 6.8405 4.8445 -3.8161
C 8.1658 4.5319 -4.2186
H 5.2234 2.7247 -2.6302
H 5.8539 1.3879 -3.6272
H 4.2799 1.6880 -3.7544
H 2.1597 4.5867 -4.2677
H 2.9663 4.9835 -5.7729
H 2.5760 6.2277 -4.6314
H 8.2411 4.2254 -5.2618
H 8.6504 3.7649 -3.6146
H 8.8506 5.3774 -4.1526
C 1.9570 1.9305 -6.0476
O 1.9155 0.4700 -5.6051
P 2.8767 -0.6900 -6.2761
O 2.6833 -2.0673 -5.7652
O 4.3084 0.0052 -5.9995
C 5.5448 -0.5844 -6.3277
O 2.5753 -0.4424 -7.8600
C 2.9304 -1.4427 -8.8005
H 0.9195 2.2471 -6.1542
H 2.5644 2.0783 -6.9405
H 2.4641 2.5402 -5.2997
H 5.3990 -1.3918 -7.0453
H 6.1775 -0.9976 -5.5422
H 6.1312 0.1451 -6.8864
H 3.6297 -2.1879 -8.4214
H 3.3868 -0.9740 -9.6723
H 2.0062 -1.9222 -9.1231
C -7.3608 -1.2674 -1.0213
C -5.9299 -1.7912 -0.7905
C -5.8889 -3.1276 -0.0319
C -4.5029 -3.6306 0.2250
C -3.6031 -2.8485 1.1794
C -2.3693 -3.6552 1.5632
H -7.9016 -2.0859 -1.4965
H -7.3683 -0.4265 -1.7148
H -7.8146 -1.1216 -0.0411
H -5.5238 -1.9695 -1.7862
H -5.4344 -0.9017 -0.4014
H -6.4479 -3.9178 -0.5332
H -6.4480 -2.9764 0.8915
H -4.5716 -4.6775 0.5206
H -3.9890 -3.6307 -0.7362
H -3.2019 -1.9640 0.6846
H -4.1782 -2.4491 2.0147
H -1.9021 -4.0920 0.6805
H -1.6858 -3.0656 2.1742
H -2.6408 -4.5122 2.1796
C -0.8416 3.5447 4.5799
C -0.9070 3.8489 3.0894
C -2.2359 3.4324 2.4839
C -2.4218 3.8076 1.0203
C -3.8075 3.3935 0.4646
C -4.1225 4.1437 -0.8722
H -0.6086 2.5008 4.7899
H -1.7865 3.8518 5.0284
H -0.0958 4.1016 5.1471
H -0.7701 4.9215 2.9520
H -0.1508 3.3589 2.4762
H -3.0351 3.8507 3.0957
H -2.2782 2.3448 2.5431
H -2.2556 4.8775 0.8952
H -1.6157 3.3397 0.4552
H -3.6843 2.3318 0.2506
H -4.6200 3.4588 1.1882
H -4.0600 5.1954 -0.5930
H -3.3605 3.9577 -1.6291
H -5.1134 3.9114 -1.2626
C -0.5540 -7.6592 5.1981
C -1.8498 -6.7750 4.9961
C -1.7393 -5.4081 5.6617
C -0.5110 -4.5808 5.2453
C -0.5279 -3.1580 5.8894
C 0.8323 -2.5366 5.6403
H -0.4185 -7.9168 6.2485
H 0.3454 -7.1364 4.8728
H -0.5594 -8.6187 4.6810
H -2.0929 -6.5316 3.9618
H -2.7147 -7.3510 5.3252
H -1.6383 -5.6034 6.7293
H -2.6381 -4.8033 5.5419
H 0.4135 -5.0822 5.5318
H -0.4865 -4.5031 4.1584
H -1.3030 -2.5190 5.4663
H -0.7759 -3.2666 6.9453
H 1.6482 -2.9279 6.2480
H 1.0836 -2.5168 4.5799
H 0.8306 -1.4991 5.9745
C -6.3527 0.7284 2.0167
C -4.9938 0.9406 2.7372
C -4.9786 0.1563 4.0985
C -3.8747 0.6762 5.0728
C -3.6143 -0.2608 6.3270
C -2.4061 0.2485 7.0931
H -6.5843 -0.3321 1.9177
H -6.3121 1.2149 1.0421
H -7.1610 1.1800 2.5917
H -4.2026 0.6002 2.0692
H -4.7775 1.9898 2.9385
H -4.7435 -0.8946 3.9304
H -5.9386 0.3187 4.5887
H -2.9496 0.6352 4.4978
H -4.0748 1.7101 5.3541
H -4.4586 -0.2361 7.0160
H -3.5208 -1.2905 5.9820
H -2.1969 -0.2952 8.0143
H -1.4798 0.2899 6.5200
H -2.5020 1.2513 7.5096
C 2.6912 3.9246 1.3084
C 2.7885 5.4424 1.1309
C 1.4608 6.2280 1.1262
C 0.4244 5.8755 -0.0187
C 0.9248 6.3054 -1.4069
C -0.2059 6.0828 -2.4118
H 2.1331 3.5354 0.4569
H 2.2141 3.5964 2.2318
H 3.7147 3.5501 1.2904
H 3.5555 5.8512 1.7887
H 3.1560 5.5695 0.1126
H 1.6134 7.3046 1.2024
H 0.9643 5.9266 2.0486
H 0.2499 4.8030 0.0678
H -0.4614 6.4730 0.1970
H 1.2227 7.3539 -1.4111
H 1.8216 5.8017 -1.7676
H 0.1228 6.3860 -3.4059
H -0.5340 5.0450 -2.4695
H -1.0909 6.6287 -2.0850
C 4.8172 -1.2369 -2.7491
C 4.5211 -0.4672 -1.4777
C 4.3394 -1.4346 -0.2548
C 4.0892 -0.6776 1.1120
C 3.8925 -1.6371 2.3127
C 3.6120 -0.9065 3.6205
H 5.8818 -1.4675 -2.7884
H 4.5441 -0.6375 -3.6176
H 4.2385 -2.1605 -2.7430
H 5.3212 0.2608 -1.3439
H 3.6175 0.1068 -1.6825
H 5.2004 -2.0920 -0.1334
H 3.4834 -2.0691 -0.4846
H 4.8616 0.0321 1.4081
H 3.2531 0.0003 0.9402
H 3.0643 -2.2939 2.0467
H 4.6717 -2.3874 2.4473
H 2.6473 -0.4002 3.5883
H 3.4592 -1.6746 4.3786
H 4.4023 -0.2637 4.0085
C -1.9372 -7.7100 -2.9877
C -0.5888 -7.1402 -3.4570
C -0.5023 -5.6213 -3.7775
C -0.9402 -4.7231 -2.6127
C -0.6646 -3.2360 -3.0122
C -1.3950 -2.2171 -2.1138
H -2.6459 -7.7942 -3.8116
H -2.4132 -7.2722 -2.1103
H -1.8134 -8.7358 -2.6404
H 0.1753 -7.3841 -2.7190
H -0.2092 -7.6592 -4.3371
H -1.1175 -5.4296 -4.6566
H 0.5476 -5.4562 -4.0197
H -1.9517 -4.9278 -2.2616
H -0.2535 -4.9785 -1.8056
H 0.3818 -2.9554 -2.8925
H -0.9290 -3.0965 -4.0604
H -0.9194 -2.0878 -1.1416
H -1.3373 -1.2669 -2.6446
H -2.4559 -2.4478 -2.0166
C 1.3326 2.1091 -2.5646
C 0.2174 1.9719 -1.4686
C 0.7524 0.9167 -0.4474
C -0.2047 0.7015 0.7045
C 0.3121 -0.2157 1.8726
C -0.6232 -0.3031 3.0510
H 0.9312 2.7378 -3.3594
H 1.6872 1.1627 -2.9729
H 2.1927 2.6132 -2.1238
H -0.0387 2.8720 -0.9098
H -0.7192 1.6324 -1.9109
H 1.7273 1.2158 -0.0623
H 0.9534 -0.0638 -0.8790
H -0.5706 1.6657 1.0575
H -1.0748 0.1476 0.3523
H 0.5819 -1.2399 1.6153
H 1.2542 0.2233 2.2009
H -0.2455 -1.0499 3.7493
H -0.6809 0.6627 3.5530
H -1.6169 -0.6487 2.7659
```

Its SMILES is COP(=O)(OC)OC.COP(=O)(OC)OC.CCCCCC.CCCCCC.CCCCCC.CCCCCC.CCCCCC.CCCCCC.CCCCCC.CCCCCC. As for the multiplicity: 1. The calculation puts the HOMO-LUMO gap at 0.40474 Eh.

***

Entry 2:
Molecular formula: C5H10O
Method: DFT, ωB97M-V/def2-TZVPD

The geometry in XYZ format:
```
16
Properties=species:S:1:pos:R:3
O 0.9723 -0.3382 1.6871
C 0.8981 0.5352 0.5591
C -0.5525 0.9879 0.4431
C -1.1943 -0.4028 0.1256
C -0.3482 -0.7500 -1.1146
C 1.0765 -0.2324 -0.7598
H 0.1491 -0.1954 2.1731
H 1.6543 1.3167 0.7046
H -0.8581 1.6019 1.3012
H -0.6834 1.6246 -0.4434
H -2.2763 -0.4100 -0.0277
H -0.9857 -1.1700 0.8840
H -0.3372 -1.8051 -1.4006
H -0.7711 -0.1867 -1.9545
H 1.8153 -1.0282 -0.6410
H 1.4412 0.4526 -1.5361
```

Its SMILES is OC1CCCC1. As for the multiplicity: 1. The calculation puts the HOMO-LUMO gap at 0.40683 Eh.

***

Entry 3:
Molecular formula: C34H93N8O9Pd
Method: DFT, ωB97M-V/def2-TZVPD

The geometry in XYZ format:
```
145
Properties=species:S:1:pos:R:3
Pd -0.0880 -0.3826 5.8795
C 1.2707 1.1674 0.2580
C 0.0280 0.4566 0.7296
O -0.3272 0.6051 2.0925
H 2.1135 0.6885 0.7565
H 1.2440 2.2570 0.2665
H 1.3847 0.8151 -0.7672
H 0.0779 -0.6195 0.5632
H -0.7470 0.8102 0.0495
C 11.1159 2.9477 -0.6766
C 10.4407 3.6736 -1.8777
C 8.9363 3.6880 -1.6938
O 8.2436 4.1496 -2.8512
C 6.8977 4.4938 -2.6824
N 11.0783 4.9632 -1.8570
H 10.9481 3.4403 0.2812
H 12.1898 3.0733 -0.8145
H 11.0548 1.8625 -0.5956
H 10.6397 3.1322 -2.8026
H 8.6438 4.3445 -0.8742
H 8.5390 2.7311 -1.3551
H 6.3983 3.9126 -1.9072
H 6.3501 4.4037 -3.6206
H 6.8843 5.5456 -2.3967
H 10.8147 5.4323 -1.0022
H 10.5292 5.5445 -2.4739
C 5.0495 -0.1285 -5.6587
C 3.7173 -0.0514 -6.3578
C 3.9274 -0.0490 -7.8683
O 4.0101 1.2731 -8.4786
C 2.8683 2.0296 -8.3017
N 3.0452 -1.2649 -5.9420
H 4.9140 -0.2126 -4.5804
H 5.5821 0.7939 -5.8902
H 5.6465 -1.0002 -5.9266
H 3.0688 0.8053 -6.1740
H 3.2673 -0.7840 -8.3289
H 4.9261 -0.4226 -8.0946
H 2.8603 2.8327 -9.0386
H 2.8740 2.4838 -7.3109
H 1.9763 1.4113 -8.4020
H 2.9870 -1.4687 -4.9545
H 3.5090 -2.0799 -6.3171
C -2.5534 -5.1604 -2.7609
C -2.5476 -5.5128 -4.2369
C -3.9189 -6.1256 -4.6139
O -4.1002 -6.5963 -5.9947
C -5.4432 -6.8779 -6.4295
N -2.3372 -4.3388 -5.1437
H -2.7510 -6.0622 -2.1814
H -3.3257 -4.4616 -2.4394
H -1.5916 -4.7502 -2.4530
H -1.7298 -6.2167 -4.3911
H -4.7048 -5.4702 -4.2383
H -4.1395 -7.0351 -4.0550
H -5.5463 -6.0655 -7.1488
H -6.1488 -6.7784 -5.6046
H -5.4398 -7.8367 -6.9479
H -1.4528 -3.8533 -5.1903
H -3.0591 -3.6489 -4.9920
C 3.9748 -4.7151 0.1737
C 4.0861 -6.1818 0.4362
C 2.7990 -6.7288 1.1925
O 2.8252 -6.4353 2.5936
C 3.5656 -7.4117 3.3633
N 4.1008 -6.8910 -0.8130
H 3.7100 -4.2956 1.1442
H 3.0915 -4.4002 -0.3819
H 4.7931 -4.0456 -0.0914
H 5.0595 -6.3971 0.8770
H 2.4595 -7.7378 0.9583
H 2.0197 -6.0732 0.8042
H 3.6302 -7.0530 4.3906
H 4.5346 -7.6493 2.9244
H 3.0804 -8.3825 3.2630
H 4.8074 -6.4261 -1.3650
H 3.2561 -6.6986 -1.3322
C -4.5353 0.6014 8.9402
C -4.8949 -0.5782 8.0457
C -6.3610 -0.5990 7.6013
O -6.7597 -1.6619 6.7003
C -8.0957 -1.6153 6.3739
N -4.1638 -0.4530 6.8289
H -3.4556 0.6471 9.0820
H -5.1684 0.3719 9.7973
H -4.8209 1.6113 8.6460
H -4.5774 -1.4811 8.5672
H -6.6116 0.3079 7.0509
H -7.0349 -0.5756 8.4577
H -8.4957 -0.6827 5.9759
H -8.8445 -1.8446 7.1321
H -8.3776 -2.1627 5.4745
H -4.6107 -1.1469 6.2468
H -4.4628 0.3963 6.3714
C -2.7822 -4.5659 3.7345
C -2.2129 -5.0339 5.1166
C -2.1266 -6.5634 5.2862
O -3.3765 -7.0835 5.7814
C -3.8680 -6.6730 7.1020
N -0.8876 -4.4647 5.1947
H -3.6950 -4.9977 3.3240
H -2.0515 -4.7804 2.9547
H -2.8880 -3.4830 3.6690
H -2.6746 -4.6005 6.0037
H -1.3482 -6.9249 5.9581
H -1.8520 -7.0123 4.3317
H -3.1578 -6.4589 7.9008
H -4.4682 -7.4708 7.5394
H -4.4358 -5.7483 6.9996
H -0.3616 -4.9204 4.4627
H -0.6142 -4.7936 6.1097
C 1.4929 12.1449 -3.8634
C 1.0107 10.7627 -4.2201
C 1.2528 9.7352 -3.1009
O 0.6809 8.5054 -3.4452
C 0.5388 7.4576 -2.4428
N -0.3816 10.9552 -4.7048
H 1.4477 12.8010 -4.7326
H 2.5643 12.1575 -3.6633
H 0.9674 12.5487 -2.9980
H 1.6395 10.4261 -5.0444
H 0.8043 10.0353 -2.1538
H 2.3183 9.5175 -3.0275
H 0.4929 6.4351 -2.8176
H -0.3698 7.7201 -1.9010
H 1.3868 7.4262 -1.7586
H -1.0134 11.1325 -3.9369
H -0.7155 10.0158 -4.8666
C -6.1568 1.6074 1.7799
C -5.6271 2.9798 2.2473
C -6.7306 3.9733 2.7643
O -6.2871 5.3032 2.9687
C -5.9879 5.9365 1.7340
N -4.6959 2.8409 3.3608
H -6.8192 1.5383 0.9170
H -6.5577 0.9137 2.5188
H -5.2855 1.0440 1.4459
H -5.0250 3.4183 1.4515
H -7.1731 3.6563 3.7087
H -7.5842 4.0350 2.0893
H -5.0902 6.5312 1.9031
H -6.8402 6.5600 1.4641
H -5.7463 5.2461 0.9258
H -4.3413 3.7830 3.4422
H -3.9906 2.3049 2.8757
```

Its expectation value of S² is 2.005. As for the total charge: +1. As for the multiplicity: 3. The calculation puts the HOMO-LUMO gap (alpha / beta) at 0.14969 / 0.10242 Eh.

***

Question: Among the records above, which one has the highest multiplicity?
Answer: C34H93N8O9Pd

***

Repeat the second record exactly.
Molecular formula: C5H10O
Method: DFT, ωB97M-V/def2-TZVPD

The geometry in XYZ format:
```
16
Properties=species:S:1:pos:R:3
O 0.9723 -0.3382 1.6871
C 0.8981 0.5352 0.5591
C -0.5525 0.9879 0.4431
C -1.1943 -0.4028 0.1256
C -0.3482 -0.7500 -1.1146
C 1.0765 -0.2324 -0.7598
H 0.1491 -0.1954 2.1731
H 1.6543 1.3167 0.7046
H -0.8581 1.6019 1.3012
H -0.6834 1.6246 -0.4434
H -2.2763 -0.4100 -0.0277
H -0.9857 -1.1700 0.8840
H -0.3372 -1.8051 -1.4006
H -0.7711 -0.1867 -1.9545
H 1.8153 -1.0282 -0.6410
H 1.4412 0.4526 -1.5361
```

Its SMILES is OC1CCCC1. As for the multiplicity: 1. The calculation puts the HOMO-LUMO gap at 0.40683 Eh.